1.
ORCA calculation (ωB97M-V/def2-TZVPD) on 2 unconnected molecules or ions with the total composition C8H10Cl2 at a distorted geometry.

Properties
Relative energy (zero: lowest compared OMol25 entry of this formula, charge and spin), kcal per mole: 76.7
Frontier orbital gap, eV: 9.13
DFT total energy, eV: -33499.9797

Structure (XYZ):
```
20
Properties=species:S:1:pos:R:3:forces:R:3
C -2.20476 0.85102 -1.86539 -0.9483 -0.7212 1.3464
C -2.00545 0.47235 -0.36608 -1.6727 0.4018 -1.6294
Cl -1.86324 1.87840 0.71198 -0.0398 -0.8851 -0.5409
C -2.12569 -0.73647 0.15688 -1.5273 0.6418 2.1843
Cl -2.41783 -2.23104 -0.63669 0.2123 0.2144 -0.4104
H -1.31622 1.39531 -2.13710 0.0643 0.4093 -0.6181
H -3.15505 1.46853 -1.93553 1.3550 -0.4617 0.0514
H -2.36468 -0.05042 -2.51227 0.3893 0.7223 0.7299
H -2.26207 -0.82865 1.26020 0.6592 -0.0078 -1.0274
C 2.65972 -0.82722 1.37036 1.0715 -0.3292 -0.4579
C 2.78491 0.41781 0.90498 -1.4097 0.4952 -0.6946
C 1.43594 0.75927 0.16765 1.4032 3.0746 1.6693
C 0.67345 -0.45985 0.26486 -0.0721 -2.0162 -2.3616
C 1.42000 -1.37519 0.86922 1.0092 -2.8877 2.8866
H 3.41015 -1.50191 1.83515 -0.5523 1.0106 0.0206
H 3.55563 1.12478 1.11743 0.3430 0.3565 -0.0478
H 0.98007 1.57973 0.84150 0.4457 -1.0362 -0.7951
H 1.47184 1.27711 -0.81555 0.2709 -0.6466 0.4459
H -0.03805 -0.76798 -0.49787 0.1559 0.3901 0.7689
H 1.36131 -2.44556 1.26624 -1.1573 1.2749 -1.5199
```
Forces are in eV/Å.

The computed Mulliken charges, all in e, follow: -0.9910 0.5480 -0.1809 -0.5113 -0.1296 0.2737 0.3201 0.2929 0.3450 -0.1801 -0.7828 -0.4020 -0.1410 -0.3214 0.3331 0.3992 0.1669 0.3394 0.3597 0.2620

---

2.
ORCA calculation (ωB97M-V/def2-TZVPD) on 4 unconnected molecules or ions with the total composition C8H10Cl4O5 at a distorted geometry.

Properties
Relative energy (zero: lowest compared OMol25 entry of this formula, charge and spin), kcal per mole: 7.2
Frontier orbital gap, eV: 7.83
DFT total energy, eV: -68783.4986

Structure (XYZ):
```
27
Properties=species:S:1:pos:R:3:forces:R:3
O 2.84229 -2.49117 0.74592 1.7281 0.2632 1.8838
C 1.77318 -2.39751 0.22497 -0.5393 -0.5410 -1.1546
C 1.47626 -3.22668 -0.88377 -1.7515 -0.6896 -2.2167
C 0.43399 -2.98004 -1.71662 0.6484 -1.7889 -1.5804
O 0.22640 -3.74676 -2.81334 0.6578 0.0152 0.2109
C -0.58164 -1.93298 -1.58010 -0.6981 1.7492 3.8288
O -1.64684 -1.71665 -2.14257 1.9048 -0.9600 -0.5245
C -0.24347 -1.14365 -0.34911 1.2152 1.3085 2.2127
C 0.81709 -1.33781 0.52793 -0.6988 0.6394 -1.7848
O 1.32779 -0.48451 1.45336 -1.9364 0.7066 -0.2240
H 2.16773 -4.00808 -1.16247 0.0061 -0.0664 0.1306
H -0.21348 -3.14928 -3.42253 -0.5904 -0.2856 -0.5731
H -0.85516 -0.27115 -0.17309 -0.2282 0.1485 -0.0457
H 2.02388 -0.88299 1.98087 0.4823 -0.6728 -0.2435
Cl 2.20351 3.94065 -0.57231 0.0567 0.2293 0.5216
C 1.10915 2.53791 -0.68386 0.2947 0.9499 -0.2837
Cl 1.78213 1.44718 -1.82576 0.5925 -1.4265 -1.1748
H 1.07885 1.99319 0.25978 -0.6451 0.5785 -0.0318
H 0.22739 2.94769 -1.17648 -0.2611 -0.3770 0.9877
Cl -2.24568 3.96800 2.03232 -0.0959 -0.2965 -0.2459
C -3.11283 2.63936 1.19840 -0.3100 0.7889 -0.0174
Cl -2.39989 2.25589 -0.38637 0.0377 -0.2759 0.4271
H -3.15321 1.80846 1.90273 0.2630 -0.0668 -0.5416
H -4.09708 3.02890 0.93836 0.1153 -0.1628 0.3555
O -0.69555 1.10473 2.46938 -0.5792 0.1594 0.0643
H -0.08967 1.77653 2.78213 0.0710 0.2488 0.0980
H -0.15515 0.32067 2.37215 0.2606 -0.1756 -0.0789
```
Forces are in eV/Å.

The computed Mulliken charges, all in e, follow: -0.5915 1.0757 -0.8852 0.6344 -0.5102 0.2563 -0.5638 -0.4264 0.0435 -0.5223 0.4245 0.3194 0.4072 0.3064 -0.1869 0.2251 -0.1560 0.0005 0.1117 -0.1772 -0.2817 -0.1293 0.2287 0.3425 -0.5328 0.2656 0.3217

---

3.
ORCA calculation (ωB97M-V/def2-TZVPD) on C8H10ClN in the gas phase at a distorted geometry.

Properties
Relative energy (zero: lowest compared OMol25 entry of this formula, charge and spin), kcal per mole: 13.8
Frontier orbital gap, eV: 9.86
DFT total energy, eV: -22470.8362

Structure (XYZ):
```
20
Properties=species:S:1:pos:R:3:forces:R:3
N 1.79149 1.91157 0.44327 -1.5165 2.4572 0.3882
C 1.13097 2.20560 -0.83815 -0.4718 -0.0087 0.1467
C 0.58373 0.91904 -1.48881 0.4849 -0.1880 0.3809
C -0.39603 0.17792 -0.58988 0.1492 0.1863 -0.0374
C -1.73126 0.59373 -0.55243 -0.0432 0.2267 -0.1999
C -2.68738 -0.02059 0.24229 1.0838 -0.0227 0.0639
C -2.28577 -1.06870 1.06524 -1.2738 -0.7161 0.5715
C -0.98070 -1.50959 1.07762 0.3350 1.3276 -1.2111
C -0.03986 -0.87637 0.24969 -0.6073 -0.0210 0.0691
Cl 1.58722 -1.47853 0.27517 0.1458 -0.0677 0.0219
H 2.61640 1.42354 0.29768 1.8177 -1.3372 -0.4163
H 2.09650 2.82318 0.83936 -0.3901 -0.9245 -0.1607
H 0.29722 2.89428 -0.63699 0.0533 -0.2695 0.0976
H 1.76583 2.75781 -1.53954 0.1395 -0.2521 -0.1774
H 1.44127 0.27646 -1.74429 -0.3100 0.0846 0.1404
H 0.10234 1.15813 -2.43420 -0.1405 0.1282 -0.0413
H -2.02149 1.44606 -1.17382 0.0828 -0.2836 0.1150
H -3.68604 0.35504 0.23995 -0.5445 0.0117 0.0393
H -3.04005 -1.60656 1.69061 0.7440 0.6136 -0.5255
H -0.65750 -2.30020 1.68701 0.2618 -0.9448 0.7350
```
Forces are in eV/Å.

The computed Mulliken charges, all in e, follow: -0.5066 -0.4618 -1.2735 0.2883 -0.1619 -0.8297 -0.1839 -0.7628 0.7005 -0.2275 0.1832 0.2282 0.3642 0.3421 0.4349 0.3827 0.3311 0.4040 0.2846 0.4639

---

4.
ORCA calculation (ωB97M-V/def2-TZVPD) on a molecular structure, C8H10ClN2O3S at a distorted geometry.

Properties
Relative energy (zero: lowest compared OMol25 entry of this formula, charge and spin), kcal per mole: 3.9
Frontier orbital gap, eV: 7.96
DFT total energy, eV: -40926.2839
Charge: +1

Structure (XYZ):
```
25
Properties=species:S:1:pos:R:3:forces:R:3
C -0.08753 2.94867 0.25530 -0.8106 -1.7838 -0.4413
C -1.28178 2.48469 -0.14093 -1.5058 -0.9020 0.8049
C 1.09286 2.19282 0.27508 0.5195 -0.7758 -0.0182
C -1.54357 1.07956 -0.27355 -1.2121 -1.2591 -2.5605
C 1.13614 0.90879 -0.01283 -4.0093 -0.9735 -0.9122
C -0.64294 -2.11548 0.59191 0.1697 0.6486 -0.8665
C -0.70000 -1.49156 1.93722 1.2078 -2.3781 1.5596
C -0.70579 -1.59984 -1.88670 -0.6582 -0.7170 -3.7179
N -0.60921 0.17423 -0.32234 4.2809 3.2377 1.2686
N -0.72989 -1.09901 -0.52533 -0.5402 -3.0685 0.0420
O -0.47840 -3.25133 0.28607 -0.3571 0.4462 0.1549
O 2.36879 -1.13771 0.90016 -0.4855 0.7522 -1.5935
O 2.49560 -0.58981 -1.60237 -0.1043 0.7005 2.2557
S 2.44995 -0.20105 -0.20298 1.1818 -2.4069 -0.0797
Cl 4.09689 0.88570 0.29442 -0.5550 0.1143 -0.5212
H 0.01373 3.85726 0.69259 -0.0191 3.0720 0.5924
H -2.18518 3.08849 -0.12483 0.3399 0.1457 -0.0316
H 1.98969 2.69192 0.54702 0.8170 0.3323 0.1464
H -2.57744 0.61308 -0.62930 1.9724 1.3249 1.2839
H -0.33341 -0.50926 1.88193 0.2933 1.3241 0.2601
H 0.04696 -2.10320 2.56737 -1.1820 0.9672 -0.8574
H -1.65951 -1.54401 2.46147 0.0240 -0.0067 -0.4472
H 0.31040 -1.55487 -2.43513 -1.3857 0.2656 1.2551
H -0.98382 -2.73366 -1.94530 0.3024 2.3166 0.6056
H -1.48254 -0.99442 -2.58895 1.7162 -1.3765 1.8179
```
Forces are in eV/Å.

The computed Mulliken charges, all in e, follow: -0.3774 -0.7731 0.2282 0.4757 -0.0847 0.6737 -0.8720 -0.8151 0.0241 -0.3226 -0.4872 -0.4766 -0.4851 1.0771 -0.1721 0.4896 0.3706 0.3901 0.3959 0.2412 0.2855 0.3323 0.2518 0.3527 0.2774

---

Question: Which of these has the highest DFT total energy?
Answer: C8H10ClN

---

Question: frontier orbital gap of number 1 (C8H10Cl2)?
Answer: 9.13 eV

---

Question: The lowest frontier orbital gap belongs to which entry?
Answer: C8H10Cl4O5

---

Question: What is the formula in the third record?
Answer: C8H10ClN